Entry one
Here is an isolated ion of composition C9H13N2 and charge +1 from OMol25. Energies are from the ωB97M-V functional and the def2-TZVPD basis.

Calculated values
Net charge: +1
HOMO level (eV): -13.183
Lowest unoccupied orbital energy (eV): -2.47
SMILES: CC1=C([N@+]23C[C@H]2[C@]2(C)CN23)C1

Geometry (Å):
1 C 2.427 0.165 0.065
2 C 1.302 -0.498 0.054
3 C 2.482 -1.238 -0.509
4 C -1.064 1.425 -0.505
5 C -0.819 -1.730 0.700
6 C -1.196 -1.006 -0.538
7 C -1.934 0.271 -0.206
8 C 3.205 1.353 0.378
9 C -3.391 0.352 0.105
10 N -0.853 0.707 0.730
11 N -0.047 -0.575 0.295
12 H 2.567 -1.367 -1.581
13 H 2.938 -2.032 0.067
14 H -0.308 1.384 -1.279
15 H -1.473 2.411 -0.333
16 H -1.406 -1.612 1.601
17 H -0.300 -2.676 0.606
18 H -1.093 -1.439 -1.522
19 H 3.335 1.953 -0.523
20 H 4.197 1.067 0.723
21 H 2.705 1.956 1.133
22 H -3.702 -0.480 0.733
23 H -3.965 0.326 -0.819
24 H -3.607 1.283 0.623

Results of the Löwdin charge analysis, in e, for atoms 1 through 4: atom 1 (C): -0.127, atom 2 (C): -0.137, atom 3 (C): 0.008, atom 4 (C): -0.024

=====

Entry two
Here is a 2-piece molecular cluster, C9H13N2 overall from OMol25. Energies are from the ωB97M-V functional and the def2-TZVPD basis.

Calculated values
Net charge: +1
HOMO level (eV): -12.745
Lowest unoccupied orbital energy (eV): -4.60

Geometry (Å):
1 C 0.031 -2.362 0.322
2 C -0.818 -2.194 -0.760
3 C 0.009 -1.478 1.373
4 C -1.844 -1.244 -0.582
5 C -1.070 -0.594 1.542
6 C -1.973 -0.425 0.502
7 C 0.698 2.399 0.206
8 C 1.786 0.570 -0.142
9 C 0.560 1.240 -0.746
10 N -0.208 0.998 -1.769
11 N 1.819 1.640 0.853
12 H 0.740 -3.228 0.297
13 H -0.629 -2.772 -1.662
14 H 0.793 -1.537 2.061
15 H -2.594 -0.952 -1.404
16 H -1.218 0.001 2.453
17 H 0.987 3.406 -0.206
18 H -0.080 2.488 1.007
19 H 1.606 -0.517 0.303
20 H 2.448 0.392 -0.930
21 H -0.868 1.652 -2.145
22 H -0.062 0.165 -2.290
23 H 2.686 2.177 0.882
24 H -2.799 0.175 0.834

Results of the Löwdin charge analysis, in e, for atoms 1 through 4: atom 1 (C): -0.110, atom 2 (C): -0.080, atom 3 (C): -0.126, atom 4 (C): -0.129

=====

Entry three
Here is a 2-piece molecular cluster, C9H13N2 overall from OMol25. Energies are from the ωB97M-V functional and the def2-TZVPD basis.

Calculated values
Net charge: +1
HOMO level (spin up / spin down) (eV): -12.923 / -12.318
Lowest unoccupied orbital energy (spin up / spin down) (eV): -4.22 / -4.59

Geometry (Å):
1 C 2.774 1.811 0.047
2 C 1.423 1.553 0.252
3 C 3.634 0.744 -0.189
4 C 3.137 -0.540 -0.207
5 C 1.008 0.248 0.223
6 C -3.468 0.287 0.061
7 C -2.536 1.366 -0.280
8 C -2.015 -0.082 -0.355
9 C 1.310 -2.118 -0.006
10 N 1.831 -0.768 0.007
11 N -1.205 -0.645 0.558
12 H 3.147 2.824 0.070
13 H 0.727 2.356 0.432
14 H 4.687 0.908 -0.359
15 H 3.768 -1.398 -0.389
16 H -3.724 0.119 1.096
17 H -4.224 -0.022 -0.643
18 H -2.639 1.874 -1.226
19 H -2.143 1.973 0.523
20 H -1.904 -0.498 -1.351
21 H 0.609 -2.239 0.819
22 H 0.756 -2.291 -0.928
23 H 2.119 -2.841 0.072
24 H -1.304 -0.229 1.482

Results of the Löwdin charge analysis, in e, for atoms 1 through 4: atom 1 (C): -0.009, atom 2 (C): -0.024, atom 3 (C): -0.009, atom 4 (C): -0.005

=====

Entry four
Here is an isolated ion of composition C9H13N2 and charge +1 from OMol25. Energies are from the ωB97M-V functional and the def2-TZVPD basis.

Calculated values
Net charge: +1
HOMO level (eV): -13.035
Lowest unoccupied orbital energy (eV): -5.01

Geometry (Å):
1 C -2.530 -0.965 0.254
2 C -2.202 -0.260 1.296
3 C 0.898 1.629 -0.154
4 C 2.055 1.006 0.037
5 C -1.902 -0.845 -1.128
6 C -1.052 0.749 1.257
7 C -1.215 0.536 -1.275
8 C -0.323 0.876 -0.131
9 C 3.167 -1.186 0.211
10 N 0.819 -0.844 0.130
11 N 1.988 -0.382 0.191
12 H -3.239 -1.687 0.455
13 H -2.647 -0.272 2.375
14 H 0.760 2.751 -0.215
15 H 2.959 1.484 -0.197
16 H -1.297 -1.673 -1.266
17 H -2.493 -1.029 -1.937
18 H -1.396 1.792 1.514
19 H -0.347 0.328 1.976
20 H -0.753 0.586 -2.189
21 H -1.889 1.308 -1.367
22 H 2.991 -2.172 0.646
23 H 4.060 -0.785 0.834
24 H 3.368 -1.340 -0.897

Results of the Löwdin charge analysis, in e, for atoms 1 through 4: atom 1 (C): -0.077, atom 2 (C): -0.097, atom 3 (C): 0.002, atom 4 (C): -0.029

=====

Stability ranking, top entry: entry two; the second entry is 1.640 eV less favorable.

=====

Entry one
Here is an isolated ion of composition C2H8N3 and charge +1 from OMol25. Energies are from the ωB97M-V functional and the def2-TZVPD basis.

Calculated values
Net charge: +1
HOMO level (eV): -14.470
Lowest unoccupied orbital energy (eV): -5.06
SMILES: N/C=[NH+]/CN

Geometry (Å):
1 C 0.721 -0.449 0.886
2 C -0.279 0.961 -1.071
3 N 0.710 -1.020 2.119
4 N -1.085 -0.250 -1.502
5 N -0.146 0.877 0.412
6 H 1.479 -0.851 0.216
7 H 0.710 1.137 -1.493
8 H -0.885 1.796 -1.303
9 H 1.544 -1.673 2.247
10 H 0.150 -0.764 2.966
11 H -0.347 -0.862 -1.984
12 H -1.600 -0.057 -2.406
13 H -0.972 1.155 0.913

Results of the Löwdin charge analysis, in e, for atoms 1 through 4: atom 1 (C): 0.077, atom 2 (C): -0.271, atom 3 (N): 0.160, atom 4 (N): -0.013

=====

Entry two
Here is an isolated ion of composition C2H8N3 and charge +1 from OMol25. Energies are from the ωB97M-V functional and the def2-TZVPD basis.

Calculated values
Net charge: +1
HOMO level (eV): -15.083
Lowest unoccupied orbital energy (eV): -3.17
SMILES: CNC(N)=[NH2+]

Geometry (Å):
1 C -0.492 0.305 1.711
2 N -0.749 0.054 0.291
3 C 0.142 -0.093 -0.676
4 N -0.274 -0.221 -1.932
5 N 1.445 -0.161 -0.396
6 H -1.336 0.837 2.128
7 H 0.447 0.817 1.845
8 H -0.464 -0.655 2.226
9 H -1.691 0.284 -0.005
10 H -1.263 -0.310 -2.111
11 H 0.376 -0.189 -2.697
12 H 2.084 -0.748 -0.911
13 H 1.775 0.079 0.529

Results of the Löwdin charge analysis, in e, for atoms 1 through 4: atom 1 (C): -0.013, atom 2 (N): 0.047, atom 3 (C): -0.442, atom 4 (N): 0.214

=====

Stability ranking, top entry: entry two; the second entry is 3.261 eV less favorable.

=====

Entry one
Here is a 2-piece molecular cluster, CH3FN2O overall from OMol25. Energies are from the ωB97M-V functional and the def2-TZVPD basis.

Calculated values
Net charge: 0
HOMO level (eV): -10.157
Lowest unoccupied orbital energy (eV): 0.11

Geometry (Å):
1 C 0.183 -0.481 0.070
2 N -1.091 -0.578 -0.276
3 N 0.546 0.946 -0.017
4 O 0.904 -1.386 0.406
5 F 1.873 1.068 -0.480
6 H -1.491 0.284 -0.706
7 H -1.610 -1.378 -0.239
8 H 0.686 1.524 1.241

Results of the Löwdin charge analysis, in e, for atoms 1 through 4: atom 1 (C): -0.635, atom 2 (N): 0.178, atom 3 (N): 0.006, atom 4 (O): 0.076

=====

Entry two
Here is one molecule with the formula CH3FN2O from OMol25. Energies are from the ωB97M-V functional and the def2-TZVPD basis.

Calculated values
Net charge: 0
HOMO level (eV): -9.349
Lowest unoccupied orbital energy (eV): 0.63
SMILES: [H]/N=N/[C@H](O)F

Geometry (Å):
1 C -0.539 -0.020 -0.435
2 N 1.601 -0.699 0.446
3 N 1.043 0.103 -0.285
4 O -0.859 0.857 0.583
5 F -1.481 -1.072 -0.167
6 H -0.623 0.347 -1.468
7 H 2.626 -0.586 0.625
8 H -1.769 1.070 0.700

Results of the Löwdin charge analysis, in e, for atoms 1 through 4: atom 1 (C): -0.343, atom 2 (N): 0.061, atom 3 (N): -0.001, atom 4 (O): 0.009

=====

Entry three
Here is CH3FN2O as an isolated structure from OMol25. Energies are from the ωB97M-V functional and the def2-TZVPD basis.

Calculated values
Net charge: 0
HOMO level (eV): -10.275
Lowest unoccupied orbital energy (eV): 0.12

Geometry (Å):
1 C 0.223 -0.403 0.017
2 N -1.102 -0.481 -0.153
3 N 0.712 0.862 -0.211
4 O 0.819 -1.464 0.084
5 F 2.085 1.039 -0.009
6 H -1.713 0.314 0.053
7 H -1.203 -1.439 -0.500
8 H 0.179 1.571 0.719

Results of the Löwdin charge analysis, in e, for atoms 1 through 4: atom 1 (C): -0.696, atom 2 (N): 0.133, atom 3 (N): 0.052, atom 4 (O): 0.063

=====

Stability ranking, top entry: entry two; the second entry is 0.369 eV less favorable.